(1)
The following is a quantum chemistry calculation of a 26-piece molecular cluster, C19H74O27 overall, from the Open Molecules 2025 dataset.

The LUMO energy is -0.0617 hartree. The total energy is -76170.7613 eV. Its spin multiplicity is 1.

Last column: Mulliken charge in e.
CARTESIAN COORDINATES (ANGSTROEM)
C: 0.258683 1.884168 0.101533  0.1867
C: 1.388486 1.800176 -1.115149  -0.1518
C: 2.416919 0.533748 -0.954735  -0.2689
C: 1.671372 -0.953323 -1.126070  0.4182
C: 1.895155 -1.539698 -2.640851  -0.5542
C: 0.974293 -2.867214 -3.000622  -0.4975
C: -0.599526 -2.500082 -2.729704  -0.4058
C: -1.371731 -3.478198 -1.663884  -0.2334
C: -0.472537 -3.972799 -0.389395  0.5243
C: -1.184462 -3.834550 1.076614  0.3647
C: -2.686571 -3.271704 1.402369  -0.2446
C: -3.277839 -3.139664 2.940535  -0.6559
C: -2.324071 -3.591627 4.221001  -0.7589
C: -0.823415 -4.205268 3.959696  0.4069
C: -0.267961 -4.323937 2.387002  0.0801
C: 1.256629 -4.963033 2.237264  0.5312
O: 1.668042 -5.745835 1.235706  -0.5955
C: 2.349914 -4.656787 3.439595  -0.6326
C: 1.819493 -4.538185 4.837701  0.0547
C: 0.193838 -4.680143 5.198609  0.2707
O: -0.249701 -5.144895 6.373285  -0.6293
H: 0.277043 0.937600 0.790919  0.1107
H: 0.404855 2.848796 0.789364  -0.0695
H: -0.805427 2.019751 -0.394720  -0.2195
H: 0.799150 1.839250 -2.127606  0.1224
H: 1.984718 2.832463 -1.050171  0.2149
H: 2.841127 0.552831 0.141124  -0.1006
H: 3.326324 0.675439 -1.677342  0.1866
H: 2.129084 -1.666365 -0.285412  -0.1469
H: 0.555890 -0.775579 -0.818961  -0.0839
H: 1.647613 -0.739349 -3.464769  0.1925
H: 3.059266 -1.765202 -2.741944  0.2271
H: 1.350551 -3.856748 -2.497976  0.2740
H: 1.109437 -3.032050 -4.175252  0.3345
H: -1.157617 -2.639668 -3.775753  0.2205
H: -0.807626 -1.395985 -2.402914  0.2368
H: -1.659424 -4.464949 -2.271421  0.1753
H: -2.387672 -2.963946 -1.395933  0.0107
H: -0.235388 -5.132303 -0.546398  0.3957
H: 0.588955 -3.453516 -0.302643  -0.3071
H: -3.397368 -2.943298 0.533450  -0.0860
H: -4.378700 -2.725543 3.107737  0.3251
H: -2.737953 -3.468170 5.324327  0.4135
H: 3.475203 -4.582539 3.126224  0.3141
H: 2.631430 -4.317744 5.682039  0.2164
O: 1.917837 -1.187350 2.786504  -0.3763
H: 2.349489 -0.898126 3.604482  0.2720
H: 1.906840 -2.153755 2.856721  0.1652
O: -4.935914 -4.579046 -0.479245  -0.5991
H: -4.716458 -5.520155 -0.551459  0.2968
H: -5.695339 -4.561288 0.122377  0.3132
O: 4.175400 0.613933 3.824757  -0.6200
H: 4.528805 0.631096 2.922608  0.3438
H: 4.874511 1.021487 4.357799  0.2544
O: 1.194224 -5.333910 8.985046  -0.6646
H: 0.669362 -5.189799 8.183290  0.4099
H: 1.428486 -6.273359 8.945732  0.2999
O: 5.912048 -0.854788 2.536310  -0.6264
H: 5.613168 -1.261315 3.363635  0.3253
H: 6.866993 -0.746621 2.660285  0.2962
O: -1.877460 -3.716039 -5.497785  -0.5862
H: -2.402322 -3.571928 -6.299541  0.2715
H: -1.643198 -4.655489 -5.537100  0.2840
O: 5.304150 0.426924 -2.164307  -0.5940
H: 5.802155 1.082459 -2.675510  0.2671
H: 5.962929 0.050475 -1.561576  0.2791
O: 2.018718 3.561033 -3.349790  -0.6121
H: 1.342189 4.252021 -3.287281  0.3623
H: 1.788223 3.080308 -4.158966  0.2907
O: -6.382418 -1.902650 2.320126  -0.6267
H: -6.000951 -1.170251 1.813040  0.3263
H: -6.985513 -1.467915 2.941634  0.3008
O: -1.921062 3.823188 -2.010753  -0.5808
H: -2.723082 3.492180 -2.442330  0.2728
H: -2.243135 4.207934 -1.181760  0.2912
O: -0.930685 4.524998 2.091394  -0.5628
H: -1.229566 4.118471 2.918719  0.2830
H: 0.024260 4.633165 2.215369  0.2518
O: 0.527470 6.033949 -3.473767  -0.6756
H: 0.800856 6.510073 -4.272283  0.3440
H: 0.774282 6.629363 -2.750195  0.2625
O: 1.536116 -2.018117 6.509729  -0.6080
H: 1.480453 -2.597092 7.284811  0.2860
H: 0.632558 -1.685410 6.400728  0.3098
O: 4.254347 -4.452982 -0.759753  -0.6528
H: 4.473804 -5.394090 -0.831967  0.3035
H: 3.494922 -4.435223 -0.158132  0.3351
O: -5.090148 -0.220282 0.050933  -0.5728
H: -5.275227 -1.015897 -0.470414  0.3146
H: -4.800708 0.428991 -0.607594  0.2610
O: -1.139632 7.142923 -5.435410  -0.6808
H: -1.195295 6.563948 -4.660329  0.3241
H: -2.043190 7.475630 -5.544411  0.3292
O: -3.396809 2.356843 0.243485  -0.6221
H: -2.920527 1.534404 0.054247  0.2323
H: -2.885396 2.764239 0.958659  0.3377
O: -2.597482 7.135490 -8.356618  -0.6428
H: -2.036658 7.244816 -7.573940  0.3515
H: -2.852964 8.040670 -8.589789  0.3088
O: -4.312546 4.297188 2.122207  -0.6043
H: -4.989074 4.988175 2.184716  0.2922
H: -4.543040 3.816463 1.313031  0.3223
O: -0.219902 5.651534 -9.467120  -0.6579
H: -0.130031 4.765079 -9.086092  0.3344
H: -1.106029 5.934334 -9.195468  0.3405
O: -3.857873 -5.498860 5.999117  -0.6193
H: -4.156753 -5.905387 6.826443  0.3007
H: -2.902928 -5.390693 6.123093  0.3189
O: -1.357055 3.593205 -7.812140  -0.6481
H: -2.159076 3.262197 -8.243718  0.3265
H: -1.679129 3.977950 -6.983148  0.3083
O: 5.025310 3.130810 4.773286  -0.5678
H: 5.406779 3.863209 4.266200  0.2947
H: 4.422216 3.565546 5.394793  0.2907
O: 1.837645 8.747415 -2.884598  -0.5724
H: 2.111032 9.223539 -3.683114  0.2993
H: 2.084457 9.342829 -2.161025  0.2845
O: 1.361343 2.815453 2.785749  -0.6341
H: 1.580800 1.874345 2.713535  0.2617
H: 0.601918 2.833212 3.387370  0.3094

Atomic forces in eV per Å
-0.298 0.632 -0.233
-0.295 0.750 0.933
-0.369 0.095 0.308
0.593 0.920 0.316
0.368 -0.431 0.332
0.297 1.067 -0.891
-0.900 -0.623 -0.734
-0.005 -0.599 -1.032
-0.153 -0.654 0.655
-0.751 -0.200 3.853
1.917 -0.826 3.127
4.168 -1.564 -0.754
1.222 -0.381 -3.385
-1.646 1.064 -2.319
-2.050 0.868 0.930
1.338 -2.490 -2.780
-2.460 4.739 5.386
-3.362 0.126 2.947
1.555 -0.195 -3.358
-1.307 -1.056 2.280
2.470 2.909 -6.649
-0.094 1.666 -1.286
-0.238 -2.435 -1.749
2.088 -0.464 1.033
1.397 -0.372 1.917
-1.135 -2.530 -0.318
-0.763 0.111 -2.010
-2.007 -0.497 1.426
-0.896 1.314 -2.013
1.946 -0.541 -0.799
0.354 -1.314 1.784
-2.515 0.342 0.152
-0.810 2.006 -0.656
-0.327 0.242 2.532
1.139 0.384 2.526
0.904 -1.987 -0.576
0.520 2.099 1.404
1.995 -1.036 -0.196
-0.507 2.579 0.540
-2.359 -0.846 -0.299
1.680 -0.805 1.880
2.646 -0.996 -0.392
1.020 -0.288 -2.716
-2.408 -0.267 0.834
-2.334 -0.715 -1.769
0.042 -0.239 0.223
0.106 0.061 -0.187
-0.118 0.335 0.018
-0.329 -0.317 0.096
0.018 0.354 0.012
0.240 0.043 -0.120
-0.155 -0.034 0.168
-0.085 -0.156 0.288
-0.433 0.178 -0.208
0.060 -0.244 -0.114
0.022 -0.136 -0.028
-0.082 0.383 0.027
0.783 -0.381 0.066
-0.111 0.254 -0.270
-0.287 -0.077 -0.151
-0.220 -0.414 -0.513
0.177 0.004 0.272
-0.024 0.315 0.072
0.864 0.112 -0.125
-0.227 -0.183 0.122
-0.298 0.036 -0.133
-0.007 -0.016 -0.743
0.081 0.113 -0.021
0.140 0.146 0.319
-0.115 0.331 0.141
0.017 -0.022 -0.019
0.192 -0.219 -0.209
-0.394 0.185 -0.172
0.299 0.077 0.257
0.147 -0.264 -0.166
0.022 0.050 0.445
-0.091 0.261 -0.322
-0.189 -0.160 -0.203
-0.103 0.238 -0.071
0.120 -0.109 0.284
-0.002 -0.061 -0.245
-0.387 -0.109 0.208
0.051 0.173 -0.131
0.295 -0.050 -0.023
-0.115 -0.327 0.182
-0.119 0.340 0.030
0.155 -0.064 -0.186
0.008 -0.276 -0.454
0.045 0.166 0.124
-0.167 -0.035 0.389
-0.682 0.046 -0.199
0.190 0.017 0.063
0.293 -0.011 0.211
0.065 -0.145 0.118
-0.018 0.294 0.125
0.112 -0.081 -0.164
-0.071 0.416 0.325
0.115 -0.178 -0.228
0.096 -0.352 -0.073
-0.449 0.187 -0.240
0.332 -0.215 0.062
0.007 -0.015 0.206
0.003 -0.130 0.005
-0.161 0.337 -0.034
0.208 -0.020 -0.101
0.111 -0.111 0.505
0.064 0.114 -0.300
-0.121 -0.175 -0.072
-0.543 -0.157 0.250
0.306 0.100 0.076
0.217 -0.062 -0.247
0.147 0.690 0.208
-0.125 -0.312 0.125
0.135 -0.255 -0.242
0.194 0.456 0.015
-0.124 -0.227 0.222
-0.102 -0.264 -0.206
-0.092 -0.031 0.742
0.089 0.200 -0.067
0.352 -0.183 -0.193

=====

(2)
The following is a quantum chemistry calculation of C19H8Cl5NO10S2Sn as an isolated structure, from the Open Molecules 2025 dataset.

As for the energy above the lowest of the compared OMol25 structures with the same formula, charge and spin: 25.4 kcal per mole. The LUMO energy is 0.1450 hartree. The total charge is -2. The total energy is -131915.5108 eV. Its spin multiplicity is 1.

Last column: Mulliken charge in e.
CARTESIAN COORDINATES (ANGSTROEM)
Sn: -0.401378 -0.284309 0.548062  1.1044
O: -3.495558 0.598691 -2.376231  -0.4715
C: -3.069546 1.704469 -1.781492  0.0852
O: -2.172541 2.410618 -2.159947  -0.5085
C: -3.782794 1.913701 -0.466426  0.2300
C: -4.976128 2.578662 -0.266430  -0.4626
C: -5.496060 2.613776 1.017191  -0.3289
C: -4.810596 1.990235 2.038506  -0.4399
C: -3.606602 1.346850 1.761345  0.2655
N: -3.109677 1.314929 0.527828  0.2496
C: -2.860269 0.609648 2.906749  0.0575
O: -3.431249 0.673677 4.001692  -0.7593
O: -1.782439 0.002701 2.648540  -0.5169
H: -2.705042 0.156745 -2.809520  0.3975
H: -5.488420 3.045622 -1.096432  0.4324
H: -6.437371 3.115858 1.206017  0.3981
H: -5.176447 1.965155 3.054638  0.4935
Cl: -0.477895 3.802007 0.423532  -0.2053
C: 0.624073 3.092722 1.549891  0.7431
C: 0.641174 1.710166 1.670950  -1.4121
C: 1.490426 1.212567 2.654230  1.4518
Cl: 1.488279 -0.493537 2.886949  -0.1963
C: 2.301785 2.012917 3.448805  -0.4734
Cl: 3.324085 1.330954 4.662670  -0.2374
C: 2.288757 3.390888 3.258264  0.6724
Cl: 3.315280 4.411316 4.198982  -0.2300
C: 1.435664 3.938511 2.305987  -0.3511
Cl: 1.404976 5.649108 2.079251  -0.2195
O: 4.071575 -0.519151 -0.872657  -0.8013
S: 2.727294 -0.804067 -1.345954  1.2704
O: 2.368898 -0.078602 -2.535252  -0.6995
O: 1.786374 -0.685291 -0.203634  -0.2653
C: 2.877237 -2.548298 -1.862375  -0.2440
C: 4.188366 -3.015136 -1.853738  -0.4326
C: 4.509958 -4.272608 -2.331581  -0.5192
C: 3.514835 -5.090210 -2.832565  -0.4841
C: 2.200942 -4.664653 -2.811225  -0.6637
C: 1.866147 -3.400228 -2.338794  0.1415
S: 0.107810 -3.128435 -2.220657  1.3978
O: -0.226627 -1.736183 -2.520335  -0.6320
O: -0.466223 -4.046121 -3.188159  -0.8155
O: -0.185675 -3.495403 -0.836137  -0.7070
H: 4.934706 -2.348944 -1.445119  0.5268
H: 5.537949 -4.613832 -2.313426  0.3443
H: 3.756333 -6.070700 -3.224467  0.3422
H: 1.395622 -5.296778 -3.157532  0.4727

Atomic forces in eV per Å
0.112 0.917 0.434
1.187 -1.490 -0.747
0.238 1.075 0.611
-0.244 -0.290 -0.112
0.250 -0.290 0.518
0.100 0.047 -0.433
0.012 -0.012 0.099
-0.098 0.023 0.161
0.279 -0.164 -0.164
0.056 -0.042 -0.052
-0.095 -0.071 0.289
0.026 0.038 -0.081
0.054 0.141 -0.713
-1.082 0.641 0.192
-0.010 0.013 -0.036
0.010 0.008 0.026
0.046 0.002 0.007
-0.189 0.062 -0.320
-0.074 -0.303 -0.017
0.079 -0.631 -0.095
-0.227 0.555 -0.269
0.082 -0.568 0.199
0.070 -0.003 0.056
0.030 -0.100 0.029
-0.091 -0.050 -0.087
0.031 0.029 0.053
0.030 -0.165 0.051
-0.040 0.121 -0.031
-0.047 0.155 0.198
1.156 0.111 -0.115
-0.511 0.034 0.043
-0.644 -0.217 -0.154
-0.443 -0.142 0.011
-0.010 0.138 0.125
0.100 -0.024 -0.039
0.039 -0.183 0.000
0.034 0.088 -0.070
0.385 0.320 0.212
-1.492 0.544 0.318
0.478 -0.058 0.217
0.041 -0.301 -0.264
0.229 0.140 0.073
0.065 -0.099 -0.098
0.042 0.035 0.000
0.007 -0.055 0.009
0.029 0.021 -0.038

=====

These records have Kohn-Sham gap values of 6.9, 7.7 eV, in the order they appear.